(1)
A molecular structure, C6H8I3O3S, computed with ωB97M-V/def2-TZVPD.

Positions of all 21 atoms, in Å:
C 1.57804 -0.77009 -0.57536
C 0.90602 1.38367 0.72577
C -0.76257 -0.03147 -0.60491
C 1.81864 0.14443 0.57456
C 0.09422 -1.20344 -0.63574
C -0.56938 0.95427 0.77369
O -2.51931 -1.90184 -0.97093
O -2.90567 -0.43754 0.93194
O -3.27060 0.35837 -1.36150
S -2.55178 -0.53470 -0.50908
I 3.86970 0.89253 0.44262
I -0.50807 -2.52119 0.93486
I -2.02716 2.48007 0.58404
H 1.84617 -0.08725 -1.42162
H 2.24101 -1.66512 -0.61479
H 1.17602 1.81402 1.64873
H 1.16755 2.15051 -0.00454
H -0.70908 0.81924 -1.42117
H 2.05442 -0.37862 1.49672
H -0.00201 -1.70510 -1.59982
H -0.92618 0.23924 1.60653

Forces on atoms 1 to 2 (eV/Å):
0.101 0.023 -0.609
-0.334 -1.078 0.205

Calculated values
- HOMO level: -5.323 eV
- LUMO energy: 2.259 eV
- Total charge: -1
- Spin multiplicity: 1
- Orbital gap: 0.279 Eh
- Relative energy (zero: lowest compared OMol25 entry of this formula, charge and spin): 14.3 kcal per mole

=====

(2)
5 unconnected molecules or ions with the total composition C15H27N8, computed with ωB97M-V/def2-TZVPD.

Positions of all 50 atoms, in Å:
C 3.46730 -0.52076 -0.88370
C 2.31065 0.43456 -1.35189
C 0.97970 -0.17329 -0.84884
C -0.27713 0.47851 -1.53093
C -1.27004 -0.64681 -1.95571
C -2.69753 -0.45719 -1.50498
N -3.57435 -1.39604 -1.90061
C -4.73839 -0.94064 -1.38149
N -5.89485 -1.61857 -1.60710
N -4.54477 0.18334 -0.71782
N -3.24186 0.49138 -0.77977
H 4.23938 0.04007 -0.33933
H 3.10205 -1.31246 -0.21280
H 3.96655 -1.01304 -1.72787
H 2.33106 0.40490 -2.44761
H 2.51876 1.42156 -0.92963
H 0.86926 -0.06100 0.23992
H 1.03671 -1.25056 -1.06457
H 0.11539 0.97040 -2.43180
H -0.72076 1.26418 -0.90472
H -1.30504 -0.66269 -3.05501
H -0.96460 -1.65040 -1.64118
H -6.36682 -1.50167 -2.48866
H -6.27238 -2.28315 -0.95313
H -5.27322 0.70986 -0.25438
H -2.75950 1.30096 -0.39240
C -4.47427 3.15375 2.58166
C -3.12735 2.84723 2.07744
N -2.07365 2.60950 1.70518
H -4.46608 3.16154 3.67021
H -4.78944 4.13094 2.22018
H -5.18034 2.39988 2.23788
C -0.66764 0.95102 4.62109
C -1.28614 0.42011 5.84345
N -1.77133 0.00810 6.78962
H 0.21257 1.53783 4.87432
H -0.37023 0.13253 3.97014
H -1.37755 1.58475 4.09425
C 6.20057 -0.92941 -4.68794
C 5.32814 0.24605 -4.56404
N 4.65433 1.16095 -4.46780
H 6.92816 -0.76621 -5.48054
H 6.72680 -1.09852 -3.75030
H 5.60429 -1.80807 -4.92674
C 3.41290 -2.40824 2.65752
C 2.62824 -1.17660 2.81193
N 2.02267 -0.21747 2.93175
H 4.11613 -2.29582 1.83429
H 3.96488 -2.61028 3.57344
H 2.74875 -3.24503 2.44905

Forces on atoms 1 to 2 (eV/Å):
0.163 0.400 0.070
0.537 -1.601 0.818

Calculated values
- HOMO level: -13.290 eV
- LUMO energy: -2.947 eV
- Total charge: +1
- Spin multiplicity: 1
- Orbital gap: 0.380 Eh
- Relative energy (zero: lowest compared OMol25 entry of this formula, charge and spin): 16.1 kcal per mole

=====

(3)
A molecular structure, CF3HgMgNO4S3, computed with ωB97M-V/def2-TZVPD.

Positions of all 14 atoms, in Å:
Mg 1.38451 -1.59306 0.75844
N -0.55830 -1.21066 1.13012
S -0.97692 -0.01906 0.35174
O -0.81256 0.07976 -1.13261
C -2.79950 0.26774 0.57304
F -3.10450 0.31737 1.85950
F -3.42002 -0.76431 0.01284
F -3.18585 1.38933 -0.01286
Hg 1.59749 0.01362 -2.05257
S 5.04147 -0.84126 -1.08343
O 3.76171 -1.95758 -1.44315
S 1.63673 1.30187 0.81272
O 1.80580 1.63950 -0.70715
O -0.37007 1.37673 0.93337

Forces on atoms 1 to 2 (eV/Å):
-0.143 1.139 -1.507
0.225 0.007 -0.378

Calculated values
- HOMO level (alpha / beta): -3.622 / -3.277 eV
- LUMO energy (alpha / beta): 1.042 / 1.085 eV
- Total charge: -1
- Spin multiplicity: 2
- Orbital gap (alpha / beta): 0.171 / 0.160 Eh
- Relative energy (zero: lowest compared OMol25 entry of this formula, charge and spin): 103.3 kcal per mole

=====

(4)
A molecular structure, C16H25FN3O2S, computed with ωB97M-V/def2-TZVPD.

Positions of all 48 atoms, in Å:
F -2.01447 1.41907 3.29773
C -1.30131 0.66808 2.37949
C -2.05485 -0.61554 2.11280
C -1.23243 -1.73884 1.55452
C 0.09654 -1.68564 1.27364
C 0.83670 -2.81445 0.78391
C 2.31451 -2.65738 0.56797
C 3.10102 -2.78148 1.87870
C 2.98477 -4.03034 2.63493
O 2.39819 -2.66178 3.05106
C 0.22988 -4.00845 0.55835
C -1.16446 -4.10894 0.80937
N -1.93651 -5.18351 0.63911
S -3.42088 -4.75378 1.07146
N -3.17810 -3.23164 1.48716
C -1.87993 -2.98456 1.30095
H -1.22644 1.23912 1.44976
H -0.32266 0.48791 2.81956
H -2.44466 -0.94774 3.07931
H -2.93418 -0.42777 1.49659
H 0.65961 -0.77504 1.43655
H 2.68831 -3.42493 -0.10715
H 2.53912 -1.66393 0.17305
H 4.09220 -2.33228 1.85975
H 3.61576 -4.24156 3.48705
H 2.08748 -4.63547 2.61089
H 0.79536 -4.85241 0.18843
C -0.89050 4.27311 -1.52789
N 0.20844 3.43585 -2.11906
C 1.51503 4.02885 -1.69324
C 0.11759 3.48047 -3.60715
C 0.18607 2.00835 -1.61393
C -1.01985 1.18506 -2.00278
O -2.20160 1.77100 -1.48062
H -0.64879 5.31560 -1.72261
H -1.83192 4.01524 -1.99424
H -0.93619 4.08990 -0.45844
H 1.56985 5.05012 -2.05966
H 2.32599 3.43801 -2.11177
H 1.56465 4.01873 -0.60744
H -0.85392 3.10965 -3.91756
H 0.91067 2.86728 -4.02913
H 0.23381 4.51298 -3.92656
H 0.27141 2.07802 -0.52950
H 1.08097 1.53057 -2.01140
H -0.88833 0.18284 -1.58235
H -1.08535 1.08007 -3.09001
H -2.95659 1.27159 -1.80959

Forces on atoms 1 to 2 (eV/Å):
-0.123 0.266 -0.073
-0.197 -0.263 -0.157

Calculated values
- HOMO level: -10.937 eV
- LUMO energy: -2.735 eV
- Total charge: +1
- Spin multiplicity: 1
- Orbital gap: 0.301 Eh

=====

(5)
A single C5H12N2O molecule, computed with ωB97M-V/def2-TZVPD.

Positions of all 20 atoms, in Å:
C 0.28506 -0.29336 -1.98418
C -0.51468 -1.16868 -1.03909
C -1.19110 -1.07864 0.68382
C -0.44538 0.20934 0.63616
N -1.18166 1.38151 0.36627
C 0.85573 0.33323 1.06973
N 1.35206 1.48563 1.65379
O 1.62915 -0.78194 1.29391
H -0.18895 0.67758 -2.15163
H 0.31680 -0.77448 -2.96846
H 1.32488 -0.19163 -1.66615
H 0.00495 -2.12244 -0.94031
H -1.48878 -1.33599 -1.49925
H -2.26126 -1.08163 0.50127
H -0.70204 -1.88177 1.22826
H -0.66452 2.06112 -0.17977
H -2.07149 1.17817 -0.07278
H 2.23649 1.78989 1.25846
H 0.67195 2.23772 1.64321
H 2.03279 -0.64361 2.16674

Forces on atoms 1 to 2 (eV/Å):
0.182 0.628 0.562
-2.195 -3.155 0.442

Calculated values
- HOMO level: -6.074 eV
- LUMO energy: 0.917 eV
- SMILES string: CCC/C(N)=C(/N)O
- Spin multiplicity: 1
- Orbital gap: 0.257 Eh
- Relative energy (zero: lowest compared OMol25 entry of this formula, charge and spin): 95.2 kcal per mole

=====

(6)
2 unconnected molecules or ions with the total composition C8H14N2O3, computed with ωB97M-V/def2-TZVPD.

Positions of all 27 atoms, in Å:
C 0.84731 1.10192 -2.09030
C 0.85058 -0.62187 2.74538
C 1.14319 -1.82673 1.86134
C -0.28232 0.12012 2.11392
C -0.25650 -2.25975 1.33105
C -0.97785 -0.95548 1.33430
C 1.54728 2.03821 -3.15052
C -2.67230 0.12861 -2.23841
N -1.06656 -1.35586 -1.53366
N -1.34711 -0.45293 -2.12264
O 1.03223 1.03321 -0.90788
O -0.17787 0.52373 -2.67488
O -2.09368 -0.68706 0.91287
H 0.53834 -0.89276 3.69424
H 1.72831 0.06348 2.73962
H 1.75480 -1.50086 0.94986
H 1.76059 -2.57834 2.41032
H -0.96286 0.52367 2.87704
H 0.04777 0.92740 1.42328
H -0.25513 -2.71242 0.31859
H -0.67082 -3.03172 1.96852
H 1.78551 1.68661 -4.09118
H 2.56913 2.19277 -2.75860
H 0.89287 2.89301 -3.25268
H -3.32154 -0.52838 -2.82766
H -3.11042 0.31607 -1.12422
H -2.42166 1.06388 -2.77839

Forces on atoms 1 to 2 (eV/Å):
-1.024 0.358 -1.037
2.209 1.594 -1.716

Calculated values
- HOMO level: -9.079 eV
- LUMO energy: 0.757 eV
- Spin multiplicity: 1
- Orbital gap: 0.361 Eh
- Relative energy (zero: lowest compared OMol25 entry of this formula, charge and spin): 119.1 kcal per mole

=====

It is found that the largest force on an atom values, taken in the order of the records, are 5.70 3.52 4.90 3.40 5.40 3.50 eV/Å.
It is found that the total energy values, taken in the order of the records, are -47632.5069 -27905.6182 -60991.2814 -39107.1567 -10404.2941 -17641.6585 eV.